Entry 1:
C40H66N2P3SiY as an isolated structure. Source: the OMol25 dataset; level of theory: ωB97M-V/def2-TZVPD.

Properties
LUMO energy   -5.02 eV
Charge   +2
Multiplicity   1
Orbital gap   7.188 eV

```
113
C40H66N2P3SiY, DFT ωB97M-V/def2-TZVPD
Y 0.24879 1.14750 -0.06651
C -1.10283 5.60681 -2.70740
C -2.04660 4.58925 -2.08825
C -2.68385 3.77866 -3.20229
P -1.25571 3.60583 -0.69643
C -1.47137 4.55713 0.91940
C -1.97054 5.98096 0.63208
C -0.12715 4.55120 1.65588
C -2.50461 2.27793 -0.41761
C -3.86995 2.61261 -0.29898
C -4.81753 1.59651 -0.49555
C -4.46546 0.25395 -0.55113
C -3.08549 -0.03025 -0.48939
C -2.10539 0.94036 -0.42089
Si 0.05295 -1.79839 -0.34823
C -1.09699 -2.78055 0.89209
C -1.84575 -3.93365 0.55108
C -2.45633 -4.57083 1.64863
C -2.49036 -3.99109 2.92715
C -2.05042 -2.68812 3.13712
C -1.30817 -2.09059 2.12647
P -0.31060 -0.53189 2.40990
C 0.98683 -1.08421 3.65560
C 0.40172 -1.81041 4.81756
C 2.05831 -1.87528 2.94547
C -1.35433 0.76037 3.36568
C -0.69087 1.63719 4.41733
C -2.65034 0.19580 3.87977
C -0.73313 -2.47772 -2.02510
C -1.91323 -2.38485 -2.78672
C -2.19145 -3.43734 -3.67448
C -1.29876 -4.47371 -3.82004
C -0.07919 -4.55320 -3.15344
C 0.24185 -3.44109 -2.34384
P 1.64898 -3.24965 -1.26551
C 2.89768 -2.29953 -2.21958
C 2.78194 -2.36457 -3.74139
C 4.37298 -2.57663 -1.83716
C 2.36193 -4.69320 -0.40176
C 1.18393 -5.38332 0.37660
C 3.08153 -5.73520 -1.35033
H -1.73168 6.22550 -3.42944
H -0.20852 5.19505 -3.25714
H -0.64234 6.28000 -1.92041
H -2.84680 5.22185 -1.60303
H -1.92437 3.25806 -3.80530
H -3.22265 4.52910 -3.86951
H -3.44514 3.04938 -2.95724
H -2.25500 4.08189 1.47957
H -1.21676 6.65628 0.23328
H -2.17910 6.35956 1.66330
H -2.89252 6.01180 0.03354
H 0.75354 4.84600 1.01670
H 0.11980 3.56983 2.05121
H -0.21614 5.24908 2.48293
H -4.16060 3.64507 -0.19403
H -5.84131 1.93643 -0.66271
H -5.20482 -0.52741 -0.75681
H -2.79321 -1.09192 -0.50263
H -1.98595 -4.27660 -0.42499
H -2.90865 -5.52861 1.45655
H -2.97641 -4.52171 3.77533
H -2.18890 -2.24930 4.09746
H 1.36946 -0.07534 3.95797
H 0.07241 -2.81743 4.51144
H -0.44396 -1.27516 5.26475
H 1.15000 -1.88321 5.63136
H 1.57955 -2.79078 2.65131
H 2.90142 -2.08933 3.66690
H 2.44522 -1.34732 2.02290
H -1.62711 1.45757 2.54939
H -0.47118 1.11443 5.36812
H -1.28198 2.53817 4.66536
H 0.29433 2.01631 4.06543
H -2.39925 -0.44964 4.76861
H -3.18542 -0.40792 3.14196
H -3.31610 1.04087 4.18023
H -2.57125 -1.51900 -2.65874
H -3.11448 -3.41089 -4.23635
H -1.55086 -5.26429 -4.48689
H 0.61839 -5.35208 -3.36421
H 2.73056 -1.20907 -1.91951
H 3.11816 -3.32778 -4.18188
H 3.44488 -1.52728 -4.15518
H 1.73725 -2.17942 -4.09280
H 4.75675 -3.37280 -2.47502
H 4.48030 -2.89981 -0.79465
H 4.99916 -1.64431 -1.96829
H 3.13538 -4.35321 0.29734
H 0.40624 -5.67459 -0.32533
H 0.73353 -4.71827 1.13214
H 1.54352 -6.34478 0.84681
H 2.42173 -6.64623 -1.36688
H 4.05655 -6.02475 -0.88500
H 3.25580 -5.33663 -2.39346
N 2.63802 1.66598 0.74514
C 3.35144 2.93498 0.91197
C 3.82458 3.56836 -0.38911
C 2.80981 3.62781 -1.53337
C 2.51704 2.27484 -2.24282
N 1.14040 1.77069 -2.06886
H 2.46114 1.27954 1.70881
H 3.25500 0.93384 0.33528
H 4.25073 2.82118 1.55672
H 2.71968 3.66555 1.44721
H 4.73513 3.07014 -0.76023
H 4.12647 4.59344 -0.12959
H 3.22384 4.31640 -2.33706
H 1.89557 4.05112 -1.20347
H 3.21257 1.50663 -1.85779
H 2.73162 2.45470 -3.32249
H 1.02710 1.01309 -2.75571
H 0.41540 2.46957 -2.38487
```

***

Entry 2:
A 12-piece molecular cluster, C40H67IN12O28S2 overall. Source: the OMol25 dataset; level of theory: ωB97M-V/def2-TZVPD.

Properties
LUMO energy   -0.97 eV
Multiplicity   1
Orbital gap   7.610 eV

```
150
C40H67IN12O28S2, DFT ωB97M-V/def2-TZVPD
C 1.59531 2.23982 4.40620
C 2.68734 2.92964 3.57205
O 2.44737 2.83729 2.16731
C 2.83456 1.65932 1.60589
C 4.01295 0.97913 1.88037
C 4.34379 -0.19455 1.25034
C 3.50371 -0.75760 0.30380
O 3.77075 -1.92640 -0.35384
C 2.32716 -0.08397 0.00634
C 1.98816 1.09252 0.65277
C 0.65920 1.71422 0.27380
O 0.49764 2.90849 0.14379
C -0.44552 0.68718 0.04141
C -1.74639 0.84728 0.48471
I -2.29865 2.60408 1.54316
C -2.65240 -0.17360 0.22855
C -4.10379 -0.12848 0.71571
C -4.30193 -1.29999 1.70771
O -3.43962 -1.17987 2.84457
C -2.36555 -2.05400 2.83543
O -1.25075 -1.58014 2.83503
C -2.55719 -3.56805 2.79545
C -1.56496 -4.21692 1.80256
C -2.29304 -1.31746 -0.45745
C -0.99368 -1.49252 -0.91105
C -0.63353 -2.75555 -1.67043
C -0.59858 -2.58264 -3.22083
C 0.71025 -3.18548 -3.78286
S 0.47959 -4.96772 -4.18249
C 2.20934 -5.46812 -4.45174
S 2.94471 -4.93883 -5.79474
N 2.90645 -6.28395 -3.52637
C 3.09904 -5.50827 -2.27831
C 4.36091 -5.92395 -1.49192
C 2.22196 -7.56686 -3.29866
C 3.22174 -8.73102 -3.00320
C -0.09726 -0.47810 -0.62409
C 1.35036 -0.60122 -1.03582
O 1.70635 -1.05240 -2.10778
H 1.51193 1.17030 4.18894
H 0.64083 2.77037 4.31868
H 1.88925 2.35362 5.46093
H 2.61302 3.99756 3.81671
H 3.68817 2.62088 3.88887
H 4.71347 1.36168 2.62972
H 5.26725 -0.72248 1.48077
H 4.11225 -2.58501 0.26189
H -4.29845 0.78519 1.28415
H -4.81165 -0.23945 -0.11203
H -4.16774 -2.24016 1.15732
H -5.33547 -1.31853 2.08084
H -3.57484 -3.82896 2.48804
H -2.33396 -3.98580 3.78241
H -1.40883 -5.27760 2.03046
H -0.58732 -3.72684 1.82313
H -1.95661 -4.18288 0.77729
H -3.00767 -2.10797 -0.64434
H -1.39984 -3.50932 -1.44870
H 0.31743 -3.15128 -1.29619
H -0.71040 -1.54365 -3.54149
H -1.40684 -3.19768 -3.64294
H 1.07666 -2.65082 -4.66760
H 1.51841 -3.15130 -3.05026
H 2.20525 -5.63979 -1.64496
H 3.20091 -4.45550 -2.56560
H 4.11630 -6.59062 -0.65546
H 5.11187 -6.40632 -2.12211
H 4.79732 -5.02252 -1.04028
H 1.65272 -7.80384 -4.20605
H 1.51555 -7.50899 -2.45096
H 4.21429 -8.36090 -3.28093
H 3.22398 -8.93849 -1.93223
H 2.93136 -9.60597 -3.58592
C -3.75076 -1.17507 -4.54696
N -4.30236 -2.28130 -3.71826
O -4.13013 -2.22080 -2.51439
O -4.88400 -3.16547 -4.30060
H -3.26073 -0.46319 -3.89105
H -3.04281 -1.61290 -5.24516
H -4.58304 -0.71338 -5.07048
C -1.18228 6.86395 1.83082
N -2.58552 7.36239 1.85717
O -2.76902 8.54107 1.63416
O -3.44989 6.54880 2.10044
H -0.52441 7.69480 1.60249
H -0.96383 6.45308 2.81238
H -1.12115 6.09679 1.06305
C 4.67146 2.91513 -1.31180
N 5.96111 3.48553 -0.84930
O 5.95886 4.09952 0.19798
O 6.93148 3.29794 -1.54865
H 3.90305 3.16337 -0.58716
H 4.45075 3.35266 -2.27711
H 4.80023 1.83797 -1.38892
C 4.18447 -5.25930 -8.98073
N 4.67085 -6.39219 -9.81436
O 3.93313 -7.34466 -9.95363
O 5.77737 -6.28032 -10.29751
H 3.19072 -5.49620 -8.61879
H 4.87941 -5.13917 -8.15465
H 4.16681 -4.37443 -9.61074
C 1.53945 1.37389 -4.33751
N 2.52185 2.31289 -4.93945
O 2.75026 2.20664 -6.12247
O 3.02729 3.12716 -4.19520
H 1.17410 0.71332 -5.11585
H 2.04899 0.81070 -3.56092
H 0.73115 1.97152 -3.92319
C -4.81514 10.88141 0.11627
N -4.27560 11.56919 -1.08743
O -3.41514 12.40880 -0.92111
O -4.73769 11.24100 -2.16112
H -4.31520 11.27254 0.99424
H -5.87691 11.08099 0.15746
H -4.61895 9.81925 0.00157
C 8.15980 3.59307 2.80196
N 7.57720 2.49243 3.60986
O 7.72169 2.53134 4.81110
O 6.98823 1.61785 2.99846
H 8.65262 4.29549 3.46465
H 8.87028 3.14842 2.11117
H 7.34053 4.06811 2.26835
C -3.63600 1.02958 5.29928
N -5.04166 1.50983 5.32421
O -5.24205 2.68875 5.11114
O -5.89895 0.68453 5.55965
H -2.98582 1.86881 5.07920
H -3.41611 0.61451 6.27975
H -3.56352 0.27043 4.52485
C -6.84642 2.39679 8.60360
N -6.13163 1.44888 9.50016
O -5.06150 1.01645 9.12151
O -6.66985 1.17389 10.55009
H -6.24919 2.54503 7.71122
H -7.80683 1.95437 8.35673
H -6.97183 3.32957 9.14591
C -9.22365 13.10199 1.22994
N -8.31166 11.92664 1.26088
O -7.15525 12.11866 1.58303
O -8.78749 10.85507 0.96044
H -8.66218 13.98302 1.51920
H -9.59981 13.19601 0.21535
H -10.03039 12.90709 1.93049
C 3.10107 -11.84718 0.83882
N 3.67461 -11.13120 -0.33334
O 4.53369 -10.30064 -0.11970
O 3.23889 -11.43090 -1.42364
H 3.58160 -11.47891 1.73812
H 2.03434 -11.64309 0.85612
H 3.29464 -12.90685 0.70041
```